Record 1
Density functional theory data (ωB97M-V/def2-TZVPD) for 2 unconnected molecules or ions with the total composition C4H11NO2 in a non-equilibrium geometry.

Calculated values
ΔE to the lowest compared entry with this formula, charge and spin = 12.6 kcal per mole
SMILES string = CC(=O)O.CNC
LUMO energy = 0.861 eV

Bonds (Å) are listed after each position.
Cartesian coordinates (Å):
1 C 0.4652 2.7418 0.9421  C2 1.524, H5 1.085, H6 1.087, H7 1.092
2 C 0.3212 1.3978 0.2390  C1 1.524, O3 1.215, O4 1.318
3 O -0.2047 1.2943 -0.8514  C2 1.215
4 O 0.8569 0.4272 0.9512  C2 1.318, H8 1.116
5 H 1.3022 2.6950 1.6314  C1 1.085
6 H 0.5508 3.4859 0.1547  C1 1.087
7 H -0.4254 2.9382 1.5421  C1 1.092
8 H 0.5418 -0.5190 0.4511  O4 1.116
9 C -1.5126 -1.5346 0.2752  N10 1.490, H12 1.088, H13 1.088, H14 1.094
10 N -0.0749 -1.7815 -0.0285  C9 1.490, C11 1.468, H15 1.014
11 C 0.3247 -1.9159 -1.4349  N10 1.468, H16 1.091, H17 1.086, H18 1.087
12 H -1.6959 -1.6583 1.3404  C9 1.088
13 H -1.7414 -0.5131 -0.0209  C9 1.088
14 H -2.0828 -2.2338 -0.3432  C9 1.094
15 H 0.1926 -2.6227 0.4706  N10 1.014
16 H -0.1171 -2.6893 -2.0656  C11 1.091
17 H 1.3997 -2.0667 -1.3989  C11 1.086
18 H 0.1432 -0.9418 -1.8807  C11 1.087

Atom charges from the natural (NBO) analysis, given in e for atoms 1 to 4: -0.723, 0.799, -0.664, -0.726

Record 2
Density functional theory data (ωB97M-V/def2-TZVPD) for 2 unconnected molecules or ions with the total composition C4H11NO2 in a non-equilibrium geometry.

Calculated values
ΔE to the lowest compared entry with this formula, charge and spin = 9.4 kcal per mole
SMILES string = CC(C)C(N)=O.O
LUMO energy = 0.541 eV

Bonds (Å) are listed after each position.
Cartesian coordinates (Å):
1 C -0.0336 -1.5752 0.4643  C2 1.530, H7 1.091, H8 1.088, H9 1.091
2 C -0.9777 -0.4613 0.0069  C1 1.530, C3 1.538, C4 1.527, H10 1.092
3 C -0.8573 -0.1982 -1.5041  C2 1.538, H11 1.086, H12 1.091, H13 1.082
4 C -0.8249 0.8537 0.7670  C2 1.527, N5 1.370, O6 1.214
5 N 0.1575 1.0585 1.6996  C4 1.370, H14 1.007, H15 1.023
6 O -1.6686 1.7103 0.5967  C4 1.214
7 H 0.9479 -1.4262 0.0126  C1 1.091
8 H -0.4206 -2.5590 0.2080  C1 1.088
9 H 0.1018 -1.5384 1.5465  C1 1.091
10 H -2.0168 -0.6784 0.2619  C2 1.092
11 H -0.8588 -1.1098 -2.0952  C3 1.086
12 H -1.7413 0.3496 -1.8327  C3 1.091
13 H -0.0127 0.4583 -1.6659  C3 1.082
14 H 1.1102 0.7392 1.7714  N5 1.007
15 H -0.1560 1.8440 2.2746  N5 1.023
16 O 2.3330 0.6355 -0.4871  H17 0.971, H18 0.962
17 H 2.1658 0.4046 -1.4149  O16 0.971
18 H 2.7520 1.4927 -0.6097  O16 0.962

Atom charges from the natural (NBO) analysis, given in e for atoms 1 to 4: -0.615, -0.311, -0.599, 0.690

Record 3
Density functional theory data (ωB97M-V/def2-TZVPD) for 2 unconnected molecules or ions with the total composition C4H11NO2 in a non-equilibrium geometry.

Calculated values
ΔE to the lowest compared entry with this formula, charge and spin = 15.2 kcal per mole
SMILES string = CCC(=O)NC.O
LUMO energy = 0.480 eV

Bonds (Å) are listed after each position.
Cartesian coordinates (Å):
1 C 1.9000 -0.8672 -0.8859  C2 1.537, H7 1.082, H8 1.098, H9 1.092
2 C 1.0251 -0.9569 0.3743  C1 1.537, C3 1.523, H10 1.083, H11 1.090
3 C -0.4828 -0.8843 0.1749  C2 1.523, O4 1.214, N5 1.391
4 O -1.2655 -1.7613 0.4764  C3 1.214
5 N -0.8949 0.3852 -0.2152  C3 1.391, C6 1.442, H12 1.008
6 C -2.2829 0.6802 -0.4734  N5 1.442, H13 1.095, H14 1.090, H15 1.083
7 H 2.8600 -1.3462 -0.7463  C1 1.082
8 H 1.3523 -1.3657 -1.6969  C1 1.098
9 H 1.9576 0.1551 -1.2648  C1 1.092
10 H 1.2854 -0.1617 1.0615  C2 1.083
11 H 1.1940 -1.9418 0.8101  C2 1.090
12 H -0.0927 0.8010 -0.6610  N5 1.008
13 H -2.7187 1.1170 0.4306  C6 1.095
14 H -2.8433 -0.2495 -0.5739  C6 1.090
15 H -2.4170 1.3826 -1.2865  C6 1.083
16 O 1.5648 2.4646 0.6770  H17 0.969, H18 0.959
17 H 1.5194 2.8471 1.5665  O16 0.969
18 H 0.9837 3.0145 0.1473  O16 0.959

Atom charges from the natural (NBO) analysis, given in e for atoms 1 to 4: -0.604, -0.510, 0.683, -0.617